# 1
CHN2O5 | the ωB97M-V functional and the def2-TZVPD basis

Calculated values
**Molar mass**: 121.03 g/mol
**Gap between HOMO and LUMO**: 8.65 eV
**LUMO level**: 4.1 eV
**E**: -14268.079 eV
**Highest occupied orbital energy**: -0.1676 hartree
**Charge**: -1

CARTESIAN COORDINATES (ANGSTROEM)
C -1.53003 0.14453 0.33798
N 0.08303 -0.71129 -0.03017
N 0.70035 0.04021 -0.91812
O -2.45666 -0.54804 0.10820
O 0.17763 0.20646 -2.03588
O -1.07614 1.12801 0.84703
O 1.78972 0.54040 -0.62711
O 0.82394 -0.82955 1.09261
H 1.48816 0.02927 1.22548

Here are the Löwdin charges for atoms 1 to 6, given in e: number 1, C, carries -0.595; number 2, N, carries -0.074; number 3, N, carries -0.493; number 4, O, carries 0.093; number 5, O, carries -0.031; number 6, O, carries 0.063



# 2
C20H41N2P3STl | the ωB97M-V functional and the def2-TZVPD basis

Calculated values
**Molar mass**: 638.93 g/mol
**Gap between HOMO and LUMO (spin up / spin down)**: 4.62 / 4.59 eV
**LUMO level (spin up / spin down)**: -12.1 / -12.3 eV
**E**: -67749.305 eV
**Highest occupied orbital energy (spin up / spin down)**: -0.6154 / -0.6205 hartree
**Charge**: +3

CARTESIAN COORDINATES (ANGSTROEM)
Tl 0.05761 0.84447 0.05371
P -0.80973 -2.85199 1.36485
P 2.43183 -0.73063 0.66909
P -2.94246 -0.15995 -0.08901
H 2.21660 3.64578 -5.31451
C 1.32570 4.24090 -5.09150
C 1.22974 5.02350 -4.02091
H 1.97160 5.03140 -3.21870
C -0.76909 -4.24866 0.16348
C 0.30626 -3.54829 2.65766
C -2.45234 -3.18526 2.14817
C 3.49873 0.71771 0.29757
C 3.14794 -1.25254 2.28058
C 3.16550 -1.97374 -0.46946
C -3.60980 1.28287 -1.01475
C -4.15826 -0.17200 1.29444
C -3.59152 -1.50428 -1.16863
H 0.51331 4.19737 -5.81932
H 0.41066 5.74332 -3.94490
H -1.02478 -5.18614 0.67924
H 0.23463 -4.32884 -0.27679
H -1.49177 -4.05690 -0.64264
H 0.03484 -4.59694 2.84587
H 0.24116 -2.99236 3.60428
H 1.34917 -3.50339 2.32062
H -2.48361 -4.22919 2.49062
H -3.27278 -3.02084 1.43921
H -2.61806 -2.52916 3.01331
H 4.51153 0.51211 0.66503
H 3.09980 1.60615 0.80349
H 3.52973 0.93164 -0.77680
H 3.85235 -2.08048 2.13882
H 2.34465 -1.57767 2.95055
H 3.66887 -0.40955 2.74822
H 4.26014 -1.96227 -0.36209
H 2.89095 -1.72906 -1.50557
H 2.78046 -2.97574 -0.22896
H -4.61284 1.00269 -1.36331
H -2.97120 1.53251 -1.87163
H -3.67127 2.16861 -0.37201
H -5.18124 -0.15883 0.91223
H -3.98977 0.72068 1.90707
H -4.02335 -1.04313 1.94131
H -4.63771 -1.29077 -1.43610
H -3.52287 -2.49568 -0.70172
H -2.98071 -1.50936 -2.08410
C 0.61252 2.72960 -2.10414
C 0.14584 1.94268 -3.19072
C 1.03391 1.21781 -3.97648
C 2.42527 1.31393 -3.74485
C 2.90632 2.18436 -2.74874
C 2.01241 2.89205 -1.94103
S -0.49323 3.34218 -0.96804
H -0.39032 -0.57589 -0.99445
H -0.92812 1.97203 -3.39045
H 0.63036 0.61221 -4.79462
H 3.13839 0.77256 -4.36729
H 3.98467 2.34513 -2.61126
H 2.35430 3.62392 -1.20487
N -0.84804 0.27034 4.78989
C -0.57496 1.63103 4.69208
C -0.34100 1.86508 3.36028
N -0.45799 0.67612 2.66252
C -0.77134 -0.25866 3.54896
H -1.05952 -0.24179 5.64297
H -0.57495 2.30835 5.52493
H -0.10313 2.78617 2.84539
H -0.95998 -1.30729 3.35391

Here are the Löwdin charges for atoms 1 to 6, given in e: number 1, Tl, carries 0.618; number 2, P, carries 0.815; number 3, P, carries 0.777; number 4, P, carries 0.838; number 5, H, carries 0.078; number 6, C, carries -0.006